4 unconnected molecules or ions with the total composition C29H58BCl2FN3O7. Source: the Open Molecules 2025 dataset; level of theory: the ωB97M-V functional and the def2-TZVPD basis.

Values from the calculation:
* charge: +1
* strongest force on any atom: 0.0415 Eh/bohr
* highest occupied orbital energy: -0.3982 Eh

Each line ends with the Löwdin charge.
CARTESIAN COORDINATES (ANGSTROEM)
C 1.78501 -1.16512 3.11562  0.072
C 2.32081 -0.55943 2.06011  -0.109
C 1.64874 0.57867 1.31350  -0.339
C 0.68030 1.40994 2.20605  -0.587
Cl -0.99771 1.35298 1.76257  0.776
C 1.02383 2.11461 3.29378  -0.717
C 2.38612 2.23406 3.91066  -0.091
Cl -0.18099 2.99203 4.17018  0.714
N 0.78660 -0.13399 0.32771  0.127
C 0.59593 0.51778 -0.79718  -0.240
N -0.16947 0.09988 -1.81644  0.179
C 0.03073 -1.05604 -2.38751  -0.271
C -0.00058 -2.34987 -1.63195  0.006
C 0.30877 -1.10716 -3.83848  0.004
C 1.34999 1.82317 -0.71534  -0.025
B 1.70431 2.50805 -2.14762  -0.522
O 1.50110 1.79866 -3.32668  0.124
N 2.21613 3.83135 -2.17137  -0.095
C 2.58344 4.31441 -3.50809  -0.059
C 1.39613 4.84774 -1.49914  -0.054
C 2.47753 1.37609 0.25200  -0.118
C 3.48130 2.39570 0.77545  -0.289
F 4.06347 3.04536 -0.30107  0.017
C 4.61196 1.78140 1.59672  -0.181
C 5.72082 1.19735 0.71184  -0.071
H 1.99520 -2.20516 3.33351  0.078
H 1.13448 -0.65216 3.81578  0.083
H 3.29915 -0.84947 1.68413  0.119
H 2.97193 3.03761 3.46962  0.081
H 2.26245 2.49015 4.96121  0.077
H 2.93023 1.29561 3.88189  0.071
H 0.38585 -1.02821 0.57019  0.147
H -0.18616 -3.17821 -2.31193  0.095
H -0.77363 -2.33757 -0.86567  0.092
H 0.98371 -2.55283 -1.18906  0.095
H -0.36911 -0.46927 -4.40597  0.109
H 0.33293 -2.12511 -4.21088  0.082
H 1.30303 -0.65743 -3.93990  0.104
H 0.63771 2.51046 -0.23597  0.141
H 0.58010 1.85224 -3.59973  0.111
H 3.22982 3.59919 -4.00738  0.091
H 3.14093 5.24677 -3.40036  0.093
H 1.70472 4.53215 -4.12403  0.095
H 0.47717 5.06016 -2.05593  0.099
H 1.95195 5.78719 -1.46128  0.094
H 1.17377 4.58019 -0.46750  0.081
H 3.07556 0.58415 -0.21612  0.155
H 2.95341 3.16958 1.33921  0.143
H 5.03849 2.56716 2.22211  0.122
H 4.24292 1.01417 2.27097  0.077
H 6.28192 0.43409 1.24927  0.080
H 6.40412 1.97106 0.37375  0.081
H 5.30126 0.71607 -0.17480  0.070
C 3.85477 -2.64482 -2.76333  -0.104
O 2.84470 -3.13488 -3.62653  -0.224
C 3.36392 -3.84617 -4.74873  -0.187
C 3.26397 -5.34258 -4.56229  -0.201
O 4.09623 -5.79352 -3.50942  -0.182
C 3.40614 -6.06987 -2.30695  -0.108
H 3.36903 -2.30988 -1.84383  0.070
H 4.58274 -3.41893 -2.51284  0.091
H 4.37729 -1.79394 -3.21405  0.094
H 4.40266 -3.55827 -4.93160  0.131
H 2.77335 -3.55448 -5.62198  0.127
H 3.59993 -5.82998 -5.48168  0.131
H 2.22359 -5.63566 -4.38556  0.127
H 2.81536 -6.98723 -2.39625  0.093
H 2.74382 -5.24597 -2.02265  0.075
H 4.15383 -6.21057 -1.52870  0.092
C -4.24653 0.13664 4.52120  -0.094
O -4.71605 -0.52366 3.35936  -0.201
C -3.69384 -1.08193 2.55783  -0.226
C -3.55974 -2.57564 2.75248  -0.206
O -3.09789 -2.89895 4.05010  -0.191
C -4.12228 -3.33912 4.92767  -0.100
H -5.11275 0.35506 5.14249  0.095
H -3.54978 -0.48812 5.08536  0.086
H -3.75269 1.08035 4.25996  0.084
H -2.73918 -0.58736 2.76148  0.078
H -3.96107 -0.88493 1.51197  0.123
H -2.81848 -2.95694 2.04003  0.118
H -4.51397 -3.06906 2.54285  0.131
H -4.45624 -4.34645 4.66001  0.091
H -4.97940 -2.66214 4.91554  0.086
H -3.70081 -3.36360 5.93043  0.091
C -7.92309 1.30493 -0.23787  -0.107
O -7.32522 2.15229 0.72482  -0.182
C -6.23140 1.56232 1.40396  -0.205
C -4.90258 2.05487 0.87574  -0.205
O -4.65261 1.62427 -0.45490  -0.200
C -4.90048 2.62408 -1.42607  -0.110
H -8.60312 1.91473 -0.82979  0.090
H -7.17744 0.85635 -0.90006  0.083
H -8.49698 0.50811 0.24695  0.091
H -6.27482 0.47078 1.35077  0.120
H -6.30842 1.84853 2.45677  0.129
H -4.10608 1.64051 1.50412  0.092
H -4.85550 3.14673 0.94200  0.131
H -4.12595 3.39931 -1.39515  0.086
H -5.87686 3.09165 -1.28152  0.087
H -4.87826 2.14290 -2.40261  0.088